[1]
Formula: C3H9N2O
Source: OMol25
Level of theory: wB97M-V/def2-TZVPD

Each line ends with the natural charge from an NBO analysis.
Atoms and positions in Å:
C -0.84 -1.29 -0.25  -0.45
N -0.57 0.05 0.36  -0.38
C -0.66 1.09 -0.68  -0.46
C 1.01 0.21 0.85  -0.14
N 1.87 0.13 -0.25  0.10
O 3.01 0.03 0.06  -0.18
H 0.07 -1.93 -0.15  0.24
H -1.65 -1.86 0.21  0.26
H -1.10 -1.26 -1.33  0.25
H -1.25 0.33 1.20  0.47
H -0.21 2.04 -0.37  0.25
H -0.28 0.67 -1.61  0.25
H -1.77 1.17 -1.07  0.25
H 1.21 -0.51 1.59  0.25
H 1.15 1.13 1.45  0.27

Calculated values
- 2S+1: 1
- HOMO level: -14.1256 eV
- SMILES: C[NH+](C)CN=O
- E: -8273.70759 eV
- Charge: +1
- Relative energy (zero: lowest compared OMol25 entry of this formula, charge and spin): 517.77 kJ/mol
- Orbital gap: 0.3392 Ha
- LUMO level: -4.9 eV

[2]
Formula: C3H9N2O
Source: OMol25
Level of theory: wB97M-V/def2-TZVPD

Each line ends with the natural charge from an NBO analysis.
Atoms and positions in Å:
C 0.35 0.60 -0.20  0.31
C -1.51 -0.30 1.14  -0.23
C 0.39 0.76 -1.58  -0.08
N -0.87 -0.67 2.21  -0.71
N 0.96 -0.12 -2.39  -0.61
O 1.12 -0.41 0.38  -0.71
H 0.14 1.46 0.41  0.20
H -1.68 -1.01 0.34  0.20
H -2.06 0.62 1.12  0.20
H -0.13 1.59 -2.02  0.24
H -0.37 -1.55 2.23  0.41
H -0.76 -0.04 2.99  0.41
H 1.95 -0.05 0.73  0.52
H 1.01 0.02 -3.38  0.43
H 1.47 -0.90 -1.99  0.42

Calculated values
- 2S+1: 3
- HOMO level (spin up / spin down): -9.5467 / -15.5304 eV
- E: -8274.16813 eV
- Charge: +1
- Relative energy (zero: lowest compared OMol25 entry of this formula, charge and spin): 0.69 kJ/mol
- Expectation value of S²: 2.006
- Orbital gap (spin up / spin down): 0.2387 / 0.3294 Ha
- LUMO level (spin up / spin down): -3.1 / -6.6 eV

[3]
Formula: C3H9N2O2
Source: OMol25
Level of theory: wB97M-V/def2-TZVPD

Each line ends with the natural charge from an NBO analysis.
Atoms and positions in Å:
C -2.16 -0.41 0.16  0.50
C 0.06 1.47 -0.50  -0.47
C -0.74 -0.74 0.00  0.18
N -2.51 0.79 0.14  -0.66
N 0.25 0.09 -0.17  -0.36
O -2.96 -1.51 0.27  -0.66
O 2.79 -1.25 -0.05  -0.98
H -0.14 1.42 -1.54  0.24
H -0.90 1.74 0.07  0.28
H 0.87 1.94 -0.10  0.22
H -0.31 -1.69 0.30  0.25
H 3.09 -1.44 -0.96  0.51
H -3.31 1.32 0.60  0.43
H -3.84 -1.40 0.62  0.52
H 1.27 -0.26 -0.33  0.48
H 3.46 -0.84 0.54  0.52

Calculated values
- 2S+1: 1
- HOMO level: -14.2095 eV
- E: -10323.73810 eV
- Charge: +1
- Relative energy (zero: lowest compared OMol25 entry of this formula, charge and spin): 300.45 kJ/mol
- Orbital gap: 0.3304 Ha
- LUMO level: -5.2 eV